Formula: C3H3CsO3
Source: OMol25
Level of theory: ωB97M-V/def2-TZVPD

Energy relative to the best compared isomer or geometry (same formula, charge and spin) ... 224.6 kJ/mol
Electronic energy ... -9845.90411 eV
Charge ... 0
HOMO energy ... -7.9030 eV

Geometry (Å):
Cs 2.25473 1.42791 0.26720
O -0.10806 -0.59034 -0.48452
O -0.61232 -2.67709 0.19909
O 1.46096 -1.82132 0.31541
C -5.54458 -0.35904 0.01577
C 0.09131 -1.67141 0.15085
C -6.60909 0.27187 -0.15308
H -4.63554 -0.93176 0.14601
H -5.49942 0.92795 0.21516
H 1.69952 -2.66157 -0.14719